Below is 2 unconnected molecules or ions with the total composition CH6N2S2, with properties calculated with wB97M-V/def2-TZVPD.

Geometry as ORCA input:
```
! RIJCOSX wB97M-V def2-TZVPD def2/J DEFGRID3
* xyz 0 1
H 2.88785 -0.40147 0.15819
N 1.97403 0.04601 -0.13063
C 1.23373 0.30185 0.89767
N -0.07684 0.64716 0.99096
H 1.93583 0.54620 1.83208
H -0.38507 1.64003 1.05001
H -0.81869 0.16306 0.42229
S -1.03323 -1.50404 -2.04680
S -2.90406 -0.62431 -1.57681
H -0.24654 -0.87470 -1.14913
H -2.56702 0.06022 -0.44783
*
```

**Max |F|**: 5.48 eV Å⁻¹
**SMILES**: [H]/N=C/N.SS
**Total energy**: -25783.2279 eV
**HOMO level**: -8.57 eV

=====

Below is 2 unconnected molecules or ions with the total composition C3H10OS2, with properties calculated with wB97M-V/def2-TZVPD.

Geometry as ORCA input:
```
! RIJCOSX wB97M-V def2-TZVPD def2/J DEFGRID3
* xyz 0 1
C -1.96457 -2.08053 -2.15840
C -1.40689 -0.67296 -2.45368
O -1.39289 0.18044 -1.33754
H -1.09775 -2.66011 -1.84117
H -2.31709 -2.47399 -3.08893
H -2.69892 -2.10278 -1.35938
H -0.40414 -0.71272 -2.88060
H -2.05344 -0.23050 -3.21466
H -1.34260 -0.26234 -0.48323
C 1.17764 0.04138 2.87575
S 0.31885 0.96013 1.53265
S 1.56014 0.55779 -0.04336
H 2.20224 0.40789 2.90796
H 0.70320 0.28065 3.82292
H 1.15834 -0.99328 2.55193
H 0.99540 -0.58751 -0.45038
*
```

**Max |F|**: 1.89 eV Å⁻¹
**SMILES**: CCO.CSS
**Total energy**: -26990.5455 eV
**HOMO level**: -9.21 eV

=====

Below is 2 unconnected molecules or ions with the total composition CH3IS2, with properties calculated with wB97M-V/def2-TZVPD.

Geometry as ORCA input:
```
! RIJCOSX wB97M-V def2-TZVPD def2/J DEFGRID3
* xyz 0 1
C 0.52185 0.61254 0.05820
S 0.66431 -1.11904 0.68948
S 1.66774 -2.17693 -0.53822
I -4.23903 -0.15585 -0.06941
H 0.61393 1.25866 0.84203
H -0.56607 0.74534 -0.27081
H 1.33728 0.83528 -0.71126
*
```

**Max |F|**: 3.47 eV Å⁻¹
**Total energy**: -30855.2280 eV
**HOMO level (spin up / spin down)**: -9.01 / -8.40 eV

=====

Below is C20H21BrN4O4 in the gas phase, with properties calculated with wB97M-V/def2-TZVPD.

Geometry as ORCA input:
```
! RIJCOSX wB97M-V def2-TZVPD def2/J DEFGRID3
* xyz 0 1
N -2.79434 3.60966 2.40084
C -1.52612 3.15908 2.43035
O -0.56857 3.89591 2.53387
C -1.37887 1.65334 2.27785
C -1.25358 1.32436 0.77269
N -0.27861 2.20339 0.16794
C -0.64322 3.11859 -0.76404
O -1.72739 3.10773 -1.31187
C 0.42149 4.11044 -1.10222
C 0.62083 4.45102 -2.43606
C 1.58514 5.38098 -2.78012
C 2.34701 5.99121 -1.79810
C 2.12082 5.66344 -0.47152
Br 3.15360 6.51774 0.88368
C 1.16872 4.72890 -0.10503
C -0.92158 -0.13838 0.58999
C 0.34620 -0.57607 0.18881
C 0.62825 -1.90979 0.05306
C -0.33122 -2.91025 0.32175
N -0.03370 -4.21438 0.21590
C 1.23006 -4.76225 -0.17813
C 1.28427 -6.29714 -0.17637
C 1.86923 -6.27066 -1.59747
C 1.54837 -4.77191 -1.69270
C -1.61809 -2.45809 0.71960
N -2.68633 -3.33756 1.00908
O -3.73512 -2.86527 1.40920
O -2.52729 -4.54767 0.85098
C -1.88209 -1.08938 0.83950
H -3.57433 3.00215 2.22497
H -2.95580 4.60368 2.41031
H -2.22620 1.12287 2.70838
H -0.46498 1.34126 2.78698
H -2.20215 1.54214 0.26465
H 0.57450 2.35608 0.68431
H 0.01134 3.97771 -3.19031
H 1.74493 5.63937 -3.81581
H 3.09959 6.72050 -2.05574
H 0.98002 4.52598 0.93971
H 1.11247 0.14882 -0.03861
H 1.60777 -2.21143 -0.27827
H -0.80853 -4.85838 0.35586
H 2.03197 -4.31329 0.41615
H 1.90611 -6.74844 0.59278
H 0.29215 -6.74203 -0.13514
H 1.37103 -6.90697 -2.32403
H 2.93649 -6.47730 -1.62071
H 2.36128 -4.12534 -2.01458
H 0.66635 -4.56029 -2.29307
H -2.88186 -0.80408 1.13067
*
```

**Max |F|**: 1.37 eV Å⁻¹
**SMILES**: NC(=O)C[C@@H](NC(=O)c1cccc(Br)c1)c1ccc(NC2CCC2)c([N+](=O)[O-])c1
**Total energy**: -105272.1409 eV
**HOMO level**: -8.29 eV

=====

Below is 2 unconnected molecules or ions with the total composition C4H4N2O2, with properties calculated with wB97M-V/def2-TZVPD.

Geometry as ORCA input:
```
! RIJCOSX wB97M-V def2-TZVPD def2/J DEFGRID3
* xyz 0 1
C 0.55557 0.31096 0.61239
C -0.02499 -1.23266 0.36809
C -1.08545 -0.58625 -0.49010
C 1.81789 0.15607 -0.35722
H -2.17778 2.26881 -0.09946
H 0.86654 0.49990 1.61201
H -0.02273 -1.66257 1.45300
H 0.97064 -1.82487 -0.16292
N -0.59412 0.67285 -0.11809
N 2.46076 0.08055 -1.31867
O -0.76211 2.19459 -0.39527
O -2.00423 -0.87738 -1.10377
*
```

**Max |F|**: 7.11 eV Å⁻¹
**Total energy**: -11280.6344 eV
**HOMO level**: -10.39 eV

=====

Below is C5H10O in the gas phase, with properties calculated with wB97M-V/def2-TZVPD.

Geometry as ORCA input:
```
! RIJCOSX wB97M-V def2-TZVPD def2/J DEFGRID3
* xyz 0 1
C -0.37921 1.63946 1.74254
C -1.05624 1.40400 0.62416
C -1.36651 0.02100 0.11878
C -0.30451 -0.49940 -0.84517
O 0.93632 -0.48406 -0.18401
C 1.90556 -1.27219 -0.81758
H -0.02586 0.82018 2.36471
H -0.13542 2.64767 2.06499
H -1.37553 2.24157 0.00415
H -2.33640 0.00515 -0.39441
H -1.42303 -0.67701 0.96251
H -0.56525 -1.52523 -1.15682
H -0.26301 0.12135 -1.75710
H 1.65769 -2.34274 -0.74382
H 2.01722 -1.01303 -1.88121
H 2.85845 -1.09318 -0.31268
*
```

**Max |F|**: 0.34 eV Å⁻¹
**SMILES**: C=CCCOC
**Total energy**: -7393.3379 eV
**HOMO level**: -9.44 eV